Entry 1:
ORCA calculation (ωB97M-V with the def2-TZVPD basis set) on a structure of composition C3H4BaO4.

Positions of all 12 atoms, in Å:
Ba 3.989 0.046 -0.482
O -2.871 -0.404 1.241
O 1.673 -0.066 -1.847
O -0.429 0.324 -1.283
O 1.264 0.749 0.149
C -1.911 -0.541 0.295
C -1.366 0.533 -0.280
C 0.862 0.373 -0.986
H 4.620 -0.946 1.262
H -1.746 -1.542 -0.112
H -2.489 -0.090 2.065
H -1.596 1.565 -0.022

## Properties
spin multiplicity	1
highest occupied orbital energy	-7.9	eV
net charge	0
LUMO level	-0.84	eV
energy above the lowest of the compared OMol25 structures with the same formula, charge and spin	66.0	kJ/mol
calculated total energy	-12057.8799	eV
gap between HOMO and LUMO	7.0	eV

Here are the Löwdin charges for atoms 1 to 8, given in e: 1.5207 -0.0078 -0.2390 0.0382 -0.1584 -0.1657 -0.0815 -0.8395

Entry 2:
ORCA calculation (ωB97M-V with the def2-TZVPD basis set) on a structure of composition C3H4BiLiO4.

Positions of all 13 atoms, in Å:
Bi 1.339 -1.737 2.766
O -1.373 0.772 2.092
O 0.377 -0.502 1.503
O 1.064 0.955 -1.047
O -0.946 0.437 -0.034
C -0.636 0.193 1.306
C -0.065 -0.929 -1.824
C -0.096 0.114 -0.997
Li -1.863 0.954 3.833
H 0.910 1.835 -1.450
H 0.399 -0.857 -2.806
H -0.853 -1.671 -1.702
H 1.743 0.433 -1.640

## Properties
spin multiplicity	2
highest occupied orbital energy (spin up / spin down)	-21.8 / -21.9	eV
net charge	+3
LUMO level (spin up / spin down)	-15.42 / -15.23	eV
<S²>	0.752
energy above the lowest of the compared OMol25 structures with the same formula, charge and spin	115.9	kJ/mol
calculated total energy	-17376.7574	eV
gap between HOMO and LUMO (spin up / spin down)	6.4 / 6.6	eV

Here are the Löwdin charges for atoms 1 to 8, given in e: 1.9308 0.0605 -0.3589 0.2653 0.1895 -0.6164 0.2186 -0.3436

Sequential strongest force on any atom output: 0.054; 0.110 hartree/bohr